No. 1
Computed, not measured: a 3-piece molecular cluster, C32H36F2IO8P overall at a distorted geometry, with wB97M-V/def2-TZVPD.

Each line ends with the Mulliken charge.
Atoms and positions in Å:
C -0.1838 2.2311 2.2985  -1.015
C 1.3534 2.3775 2.7244  -0.545
C 2.0718 1.0234 2.2376  0.512
C 3.5702 1.3121 1.8542  -0.995
C 4.3822 0.0429 1.2949  -1.003
C 3.4490 -1.2024 1.3634  0.645
C 3.3508 -2.0345 2.5510  0.762
C 4.1986 -1.6741 3.8096  -0.936
C 5.7580 -1.9519 3.6760  -0.826
C 6.1935 -2.6592 2.3425  -0.815
I 8.3364 -3.0854 2.5540  -0.010
C 2.4584 -3.2012 2.6392  -1.083
C 1.6394 -3.5003 1.4715  0.322
C 1.7235 -2.6367 0.2736  0.972
C 2.6227 -1.4981 0.1668  0.053
C 2.6935 -0.6631 -1.1262  -0.127
C 3.4049 -1.2361 -2.2808  -0.307
C 3.5024 -0.5571 -3.5611  -0.617
C 2.9069 0.7619 -3.7317  -0.471
C 2.2224 1.3546 -2.5877  -0.751
C 2.1022 0.6511 -1.3108  0.071
C 0.7554 -3.0446 -0.8898  -0.263
O 1.0210 -2.9394 -2.0593  -0.501
C -0.6207 -3.6231 -0.4044  0.653
P -2.1067 -3.1176 -1.4417  0.042
C -1.7735 -1.2739 -1.7623  -0.718
C -3.5233 -3.0606 -0.1788  -0.964
C -0.6959 -4.4218 0.6978  -0.599
C 0.6357 -4.7044 1.4677  -0.237
O 0.8712 -5.7647 1.9915  -0.538
H -0.8852 2.6698 3.0475  0.365
H -0.4499 1.1367 2.2298  0.247
H -0.2780 2.6561 1.2689  0.209
H 1.8346 3.2772 2.2734  0.356
H 1.3591 2.3755 3.8469  0.348
H 1.9608 0.3177 3.1078  0.171
H 1.4494 0.6691 1.3720  -0.550
H 4.0970 1.6274 2.7963  0.303
H 3.5714 2.1576 1.1222  0.467
H 4.6365 0.2564 0.2202  0.450
H 5.3628 -0.1014 1.8173  0.495
H 4.0716 -0.5620 3.9626  0.075
H 3.7240 -2.1583 4.7001  0.554
H 6.2993 -0.9810 3.8220  0.431
H 6.0520 -2.6090 4.5378  0.468
H 5.6093 -3.6012 2.2238  0.452
H 6.0621 -2.0134 1.4418  0.336
H 2.3764 -3.8533 3.5331  0.428
H 3.8742 -2.2435 -2.1962  0.322
H 4.0277 -1.0533 -4.4132  0.341
H 2.9736 1.2905 -4.7049  0.363
H 1.7985 2.3738 -2.7253  0.367
H 1.5601 1.1623 -0.4890  0.413
H -2.7216 -0.6760 -1.7706  0.290
H -1.1407 -1.1217 -2.6692  0.309
H -1.2039 -0.9128 -0.8527  0.079
H -4.5232 -3.0428 -0.6726  0.316
H -3.3424 -2.1187 0.4184  0.260
H -3.4922 -3.9197 0.5345  0.352
H -1.6536 -4.8592 1.0474  0.252
O -5.5019 -2.0220 -3.1063  -0.497
C -5.6881 -0.8489 -3.0795  0.532
O -4.7669 0.0813 -3.4619  -0.324
C -5.4136 1.3503 -3.4108  -0.282
C -6.5243 1.1007 -2.4350  0.372
F -7.6123 1.8527 -2.7302  -0.317
O -6.8436 -0.2633 -2.6557  -0.326
H -5.7799 1.6116 -4.4065  0.288
H -4.7288 2.1278 -3.0736  0.191
H -6.2476 1.2474 -1.3938  0.421
O -6.0955 3.0894 -0.4218  -0.507
C -5.8568 4.1815 -0.8293  0.610
O -4.9829 5.0417 -0.2431  -0.312
C -4.8785 6.1759 -1.1010  -0.445
C -6.1707 6.1177 -1.8616  0.296
F -6.0225 6.6023 -3.1172  -0.280
O -6.4306 4.7284 -1.9382  -0.240
H -4.0057 6.0630 -1.7482  0.280
H -4.7725 7.0948 -0.5262  0.272
H -7.0069 6.6204 -1.3699  0.285

The calculation puts the energy at -72969.3595 eV. The SMILES is CCCCCc1c(CCCI)cc2c(c1-c1ccccc1)C(=O)C(P(C)C)=CC2=O.O=C1OC[C@@H](F)O1.O=C1OC[C@@H](F)O1. The spin multiplicity is 1. As for the max |F|: 3.08 eV/Å. As for the HOMO energy: -8.00 eV. The value obtained for the LUMO energy is -0.562 eV. The calculation puts the molar mass at 744.5 g/mol. The HOMO-LUMO gap is 7.44 eV.

***

No. 2
Computed, not measured: a 4-piece molecular cluster, C32H36FNO13PS overall at a distorted geometry, with wB97M-V/def2-TZVPD.

Each line ends with the Mulliken charge.
Atoms and positions in Å:
C 1.1874 4.3591 1.3002  -0.350
C 1.6745 3.2407 1.4061  -0.212
C 2.3645 1.8127 1.4915  -0.764
C 1.4023 0.8027 0.6943  -0.012
C 1.7784 0.3180 -0.6822  1.184
C 3.1045 0.7812 -1.3713  -0.611
O 4.1559 0.5142 -0.8099  -0.518
N 3.1897 1.5067 -2.6474  -0.141
C 1.9619 2.1814 -2.9947  0.560
O 1.6205 3.1790 -2.4396  -0.399
F 1.1294 1.7198 -4.0488  -0.264
C 0.8720 -0.6095 -1.4701  0.581
C 1.2026 -1.1497 -2.9156  -1.445
C 1.9488 -2.5635 -2.7589  -0.506
C 3.2686 -2.4356 -1.9012  0.300
O 4.3642 -2.2388 -2.4062  -0.560
O 3.1384 -2.5825 -0.5187  -0.408
C -0.4032 -0.9986 -0.7910  0.715
C -0.7855 -0.5224 0.5986  0.935
C 0.1145 0.3921 1.3839  0.458
C -0.3103 0.8619 2.8643  -0.015
O 0.3139 0.4750 3.8712  -0.730
O -1.3588 1.6757 2.9317  -0.674
C -2.1847 -1.0087 1.1559  -0.605
O -2.3815 -1.2812 2.3201  -0.477
C -3.3191 -1.1334 0.0439  0.869
P -5.0377 -0.6275 0.5672  0.259
S -6.2185 -2.1766 0.7215  -0.456
C -2.9663 -1.5709 -1.2251  -0.015
C -4.0717 -1.6675 -2.3740  -1.382
C -4.1748 -0.1786 -2.9632  -0.138
O -2.8205 0.2529 -3.2557  -0.294
C -2.6226 1.5865 -2.8330  0.622
C -2.6378 2.8143 -3.8294  -1.109
O -2.4496 1.8117 -1.6588  -0.198
C -1.4541 -1.9309 -1.5290  -0.219
O -1.1230 -2.8649 -2.2416  -0.611
H 0.8852 5.3987 1.5875  0.385
H 2.4342 1.5518 2.5832  0.450
H 3.3592 1.9118 0.9702  0.346
H 3.4784 0.8471 -3.3804  0.401
H 0.2875 -1.3260 -3.5463  0.441
H 1.8998 -0.4858 -3.4971  0.351
H 1.2878 -3.3405 -2.2580  0.322
H 2.1790 -2.9349 -3.8092  0.450
H 4.0307 -2.5423 -0.1118  0.332
H -4.9251 -0.0305 1.8703  0.129
H -5.5760 0.4182 -0.2678  0.071
H -5.0575 -2.0552 -1.9904  0.348
H -3.6648 -2.2901 -3.2335  0.319
H -4.8621 -0.1032 -3.8540  0.375
H -4.5410 0.4610 -2.0945  0.028
H -3.6674 2.8756 -4.3088  0.318
H -1.8080 2.7749 -4.5960  0.261
H -2.5035 3.7948 -3.2742  0.275
C -2.5777 4.3484 0.8894  -0.643
C -3.9957 4.6443 0.4857  0.780
O -4.6524 3.8241 -0.1170  -0.551
C -4.5640 5.9919 0.8571  -1.285
H -2.3040 3.3466 0.5568  -0.010
H -1.9007 5.0680 0.4226  0.328
H -2.4847 4.3911 1.9767  0.370
H -3.9770 6.7847 0.3890  0.316
H -4.5601 6.1104 1.9423  0.329
H -5.5935 6.0613 0.5008  0.333
C -2.7113 -2.3430 5.3389  -0.654
C -2.1994 -3.5605 6.0589  0.782
O -2.9037 -4.5354 6.2400  -0.590
C -0.7741 -3.5236 6.5482  -1.066
H -3.7487 -2.5073 5.0433  0.264
H -2.6683 -1.4748 5.9996  0.349
H -2.1168 -2.1639 4.4423  0.045
H -0.6468 -2.7070 7.2613  0.299
H -0.0944 -3.3954 5.7037  0.296
H -0.5390 -4.4652 7.0479  0.322
C 7.5113 -3.1741 -1.7283  -1.021
C 7.4766 -3.0071 -0.2321  0.904
O 6.6083 -3.5237 0.4413  -0.579
C 8.5624 -2.1726 0.3972  -1.158
H 6.6720 -3.7958 -2.0410  0.208
H 7.4239 -2.1995 -2.2119  0.289
H 8.4411 -3.6633 -2.0277  0.415
H 8.5222 -1.1543 0.0058  0.311
H 9.5387 -2.6171 0.1929  0.338
H 8.4122 -2.1388 1.4773  0.310

As for the charge: -1. The energy above the lowest of the compared OMol25 structures with the same formula, charge and spin is 0.0 kJ/mol. The calculation puts the energy at -84713.1397 eV. The spin multiplicity is 1. As for the max |F|: 4.40 eV/Å. As for the HOMO energy: -5.21 eV. The value obtained for the LUMO energy is 1.148 eV. The calculation puts the molar mass at 724.7 g/mol. The HOMO-LUMO gap is 6.36 eV.

***

> The lowest max |F| belongs to which entry?

C32H36F2IO8P

***

> Which of these has the highest LUMO energy?

C32H36FNO13PS